{"formula": "CH3O3P", "method": "ωB97M-V with the def2-TZVPD basis set", "species": ["C", "O", "O", "O", "P", "H", "H", "H"], "xyz": [[-1.10554, -0.13841, -0.01663], [2.71706, -0.64699, 0.03331], [0.15357, -0.77463, -0.07188], [1.06678, 1.45030, 0.04772], [1.46373, 0.06809, 0.01257], [-1.83993, -0.85592, -0.38149], [-1.11127, 0.75959, -0.63200], [-1.34440, 0.13797, 1.00840]], "forces_ev_per_a": [[-1.1, 0.4, -0.1], [0.1, -0.3, 0.0], [1.0, -1.5, 0.0], [0.6, 1.8, 0.1], [-0.8, -0.3, 0.0], [0.1, 0.0, 0.0], [0.0, -0.1, 0.0], [0.0, 0.0, 0.0]], "mulliken_charge": [-0.52, -0.55, -0.23, -0.53, 1.02, 0.23, 0.30, 0.27], "total_charge": 0, "spin_multiplicity": 1, "homo_energy_ev": -11.994, "de_lowest_kj_mol": 0.0, "lumo_ev": -0.09, "homo_lumo_gap_ev": 11.904, "smiles": "COP(=O)=O"}